[1]
One molecule with the formula C4H9FN2S at a distorted geometry. Source: OMol25; level of theory: the ωB97M-V functional and the def2-TZVPD basis.

Properties
SMILES = C[C@](N)(CF)C(N)=S
ΔE to the lowest compared entry with this formula, charge and spin = 0.0 kcal/mol
Highest occupied orbital energy = -8.488 eV

```
17
Properties=species:S:1:pos:R:3:forces:R:3
C -0.4183 0.6266 1.3962 -0.525 -2.285 -0.518
C -0.0231 0.4081 -0.0525 0.053 0.162 -0.647
N 0.2878 1.6905 -0.6753 0.221 -0.431 -0.020
C -1.1822 -0.0841 -0.9280 -0.598 0.998 0.794
F -1.7975 -1.2102 -0.3857 -0.412 -0.170 -0.065
C 1.1197 -0.6287 -0.0850 0.430 0.836 -0.011
N 0.7202 -1.8656 0.1087 -0.649 -0.969 0.204
S 2.7258 -0.2739 -0.2687 -0.235 0.329 -0.054
H -0.8492 -0.3394 1.7892 0.616 1.111 -0.046
H -1.1732 1.3542 1.4035 -1.114 1.123 0.209
H 0.4285 0.9602 1.9462 0.660 0.112 0.663
H 0.7772 1.4893 -1.5443 0.073 0.247 0.024
H 0.9590 2.1701 -0.0959 0.263 0.196 0.077
H -1.9420 0.7193 -1.0517 0.477 -0.586 0.321
H -0.7935 -0.3298 -1.8880 0.206 -0.415 -0.927
H 1.4231 -2.5763 0.1481 0.146 -0.293 -0.001
H -0.2622 -2.1102 0.1832 0.387 0.034 -0.002
```
Positions in Å, forces in eV/Å.

---

[2]
A 2-piece molecular cluster, C4H9FSi overall at a distorted geometry. Source: OMol25; level of theory: the ωB97M-V functional and the def2-TZVPD basis.

Properties
ΔE to the lowest compared entry with this formula, charge and spin = 104.6 kcal/mol
Highest occupied orbital energy (spin up / spin down) = -9.096 / -7.249 eV

```
15
Properties=species:S:1:pos:R:3:forces:R:3
C -4.2853 -0.0613 0.3055 0.521 0.991 0.560
C -3.0536 -0.1670 0.7296 -2.223 -1.328 -1.293
C 2.6649 -0.1247 0.8540 -1.425 0.984 -0.084
C 2.4846 0.1906 -0.6476 -0.981 -1.317 0.290
F 0.3628 -0.8180 -2.6155 0.346 0.962 1.420
Si 0.6864 -0.3655 -1.0340 1.145 -2.226 -1.332
H -4.8516 0.8621 0.3695 0.334 0.661 0.208
H -4.9316 -0.7561 -0.1369 -0.331 -1.709 -0.422
H -2.3447 0.5243 0.9902 1.688 1.377 0.961
H 1.7174 0.3850 1.2779 1.960 -0.527 0.433
H 2.5689 -1.1662 1.0988 -0.028 -0.565 -0.051
H 3.6521 0.2155 1.2198 -0.838 0.261 0.117
H 3.1928 -0.3539 -1.2747 0.003 0.476 -0.146
H 2.5145 1.2535 -0.6861 0.510 0.929 -0.752
H -0.3777 0.3817 -0.4505 -0.679 1.031 0.091
```
Positions in Å, forces in eV/Å.

---

[3]
A 2-piece molecular cluster, C4H9I2N overall at a distorted geometry. Source: OMol25; level of theory: the ωB97M-V functional and the def2-TZVPD basis.

Properties
ΔE to the lowest compared entry with this formula, charge and spin = 49.4 kcal/mol
Highest occupied orbital energy (spin up / spin down) = -7.592 / -7.591 eV

```
16
Properties=species:S:1:pos:R:3:forces:R:3
C -0.6419 0.5949 -1.2759 -0.273 1.690 -1.184
C 0.0453 0.6819 1.1843 -1.384 -0.969 0.844
C -0.4357 -0.0903 0.0194 1.141 -4.138 -0.123
C 0.9777 -1.9754 -0.0179 -2.157 2.367 0.468
N 0.3255 -2.6739 1.0169 1.254 0.973 0.830
I 2.9694 -0.9676 0.0433 -0.638 -0.862 0.209
I 0.6592 -4.7470 1.1473 0.127 0.266 0.073
H -0.7022 0.1221 -2.3008 -0.003 -0.295 1.604
H 0.0126 1.4806 -1.4429 0.067 -0.735 0.403
H -1.6126 1.0947 -1.0896 -0.057 -0.134 -0.442
H 0.6462 1.4914 0.9269 0.968 1.510 -0.498
H 0.6098 0.0788 1.8903 0.019 -0.183 0.048
H -0.8571 1.0174 1.7311 0.405 0.216 -0.113
H -1.1932 -0.8554 0.3001 0.405 0.780 -0.436
H 0.8540 -2.4895 -0.9655 0.279 0.192 -0.045
H 0.4944 -2.2717 1.9841 -0.153 -0.678 -1.638
```
Positions in Å, forces in eV/Å.

---

[4]
A 2-piece molecular cluster, C4H9IN overall at a distorted geometry. Source: OMol25; level of theory: the ωB97M-V functional and the def2-TZVPD basis.

Properties
Total charge = +1
ΔE to the lowest compared entry with this formula, charge and spin = 91.9 kcal/mol
Highest occupied orbital energy = -12.751 eV

```
15
Properties=species:S:1:pos:R:3:forces:R:3
C -1.2581 -1.7300 0.3893 1.103 -0.488 -0.122
C -0.4217 -0.9947 -0.6274 -0.893 -0.992 1.430
C -2.5834 -1.3359 0.7333 1.427 2.666 -2.472
C 0.7075 -1.4884 -1.0863 0.560 0.195 -2.596
N 0.4245 3.1537 0.4553 -2.703 1.334 0.747
I -3.7370 0.1695 -0.0274 0.829 -1.254 0.445
H -1.4178 -2.8628 0.2257 0.165 0.944 -0.187
H -0.6223 -1.8667 1.3311 -1.013 0.245 -0.480
H -0.7419 0.0219 -0.8236 0.099 -0.054 -0.341
H -2.8347 -1.7915 1.5875 -2.145 -1.673 3.062
H 1.0595 -0.8772 -1.9250 0.707 -0.071 0.568
H 1.2135 -2.4708 -1.0565 -0.779 0.550 0.715
H 0.5267 3.4788 1.4538 1.283 -0.651 -1.781
H -0.2888 3.8588 0.1560 0.549 -0.991 -0.007
H 1.1294 3.2378 -0.2655 0.811 0.240 1.020
```
Positions in Å, forces in eV/Å.

---

[5]
An isolated ion of composition C4H9IN2O2P and charge +1 at a distorted geometry. Source: OMol25; level of theory: the ωB97M-V functional and the def2-TZVPD basis.

Properties
Total charge = +1
SMILES = C/C(I)=C(/[O-])O[C@H]([NH3+])[N+]#[PH2]
ΔE to the lowest compared entry with this formula, charge and spin = 38.1 kcal/mol
Highest occupied orbital energy = -13.107 eV

```
19
Properties=species:S:1:pos:R:3:forces:R:3
C 1.4680 1.0404 -1.6193 -1.079 2.223 -1.090
C 1.2767 0.3492 -0.3350 -3.666 -1.103 0.055
I 2.5608 -1.0348 0.3459 1.072 -0.835 0.256
C 0.7876 1.3055 0.7123 1.212 2.615 0.630
O 1.4150 2.2475 1.1608 -0.441 -1.936 -0.890
O -0.4959 1.2038 1.0277 -1.683 -0.673 0.675
C -1.2017 0.0505 0.5455 2.830 0.940 1.783
N -1.4120 -0.7923 2.0159 2.060 -1.323 1.353
N -0.4734 -0.6359 -0.2912 2.549 0.698 -2.015
P -0.9223 -1.1460 -1.9254 0.301 -1.748 1.362
H 2.0196 0.5806 -2.4662 -0.506 -0.013 0.877
H 2.0349 1.8946 -1.2047 0.519 -0.048 -0.598
H 0.5172 1.6497 -1.9933 1.666 -1.683 0.743
H -2.1926 0.3536 0.4717 -1.925 0.360 -0.935
H -2.3910 -1.0044 1.9920 -0.768 0.102 0.863
H -1.0782 -0.1516 2.7863 -1.103 -0.799 -0.803
H -0.9234 -1.7507 2.1951 -0.695 2.135 -0.936
H -1.3912 -2.4535 -1.3859 0.157 0.955 -0.900
H 0.4019 -1.7062 -2.0322 -0.500 0.131 -0.429
```
Positions in Å, forces in eV/Å.

---

[6]
An isolated ion of composition C4H9INO and charge +1 at a distorted geometry. Source: OMol25; level of theory: the ωB97M-V functional and the def2-TZVPD basis.

Properties
Total charge = +1
SMILES = C[NH2+][C@H](C)C(=O)I
ΔE to the lowest compared entry with this formula, charge and spin = 16.7 kcal/mol
Highest occupied orbital energy = -13.759 eV

```
16
Properties=species:S:1:pos:R:3:forces:R:3
C -1.9838 0.0338 -0.3477 -0.589 2.504 -2.407
N -0.6274 0.6888 -0.3087 -1.042 -1.796 -0.985
C 0.4516 -0.2834 -0.2480 4.667 2.458 -0.911
C 0.6259 -1.0114 1.0263 -1.686 -1.120 0.416
C 1.8649 0.7752 -0.3628 -2.310 -1.821 0.291
O 1.6399 1.9291 -0.3089 0.472 0.529 -0.121
I 3.6986 -0.2593 -0.3914 -0.076 0.267 -0.117
H -2.1115 -0.5912 0.4551 -0.527 -1.104 2.098
H -2.6390 0.9300 -0.4216 -0.227 -1.065 0.557
H -2.1599 -0.5485 -1.2817 0.753 0.484 0.566
H -0.6100 1.1911 -1.1797 0.641 0.524 -0.523
H -0.4858 1.3781 0.4016 -0.271 0.674 0.903
H 0.5126 -0.7927 -1.1712 -0.307 -0.972 -0.793
H -0.1869 -0.5990 1.6112 -0.439 -0.605 0.804
H 1.4832 -0.7131 1.5958 0.781 -0.179 -0.038
H 0.5277 -2.1275 0.9317 0.161 1.221 0.260
```
Positions in Å, forces in eV/Å.

---

[7]
A 2-piece molecular cluster, C4H9N overall at a distorted geometry. Source: OMol25; level of theory: the ωB97M-V functional and the def2-TZVPD basis.

Properties
Total charge = -1
⟨S²⟩ = 0.7530
2S+1 = 2
ΔE to the lowest compared entry with this formula, charge and spin = 28.1 kcal/mol
Highest occupied orbital energy (spin up / spin down) = 1.096 / -3.513 eV

```
14
Properties=species:S:1:pos:R:3:forces:R:3
C -1.5531 -1.6678 0.1846 0.274 -0.846 0.872
N -1.6136 -1.0565 -0.9970 -0.388 0.793 -0.608
H -2.0304 -1.2652 1.0742 -0.094 0.268 -0.031
H -1.2286 -2.7084 0.2929 0.019 -0.027 0.063
H -1.2461 -1.6880 -1.6956 0.191 -0.084 -0.240
C 0.2107 1.6294 0.9064 -0.256 -0.303 -1.080
C 1.2103 0.5905 0.4985 1.228 0.331 0.336
C 1.8842 0.5534 -0.6490 -0.662 0.114 -0.530
H -0.7678 1.1446 0.8880 -0.081 0.022 0.374
H 0.1482 2.4090 0.1405 0.138 0.038 0.076
H 0.4294 2.0932 1.8650 -0.034 -0.134 0.184
H 1.5342 -0.1143 1.2558 -0.413 -0.194 0.076
H 2.5613 -0.2428 -0.9243 0.143 -0.118 0.336
H 1.6429 1.2142 -1.4797 -0.065 0.140 0.172
```
Positions in Å, forces in eV/Å.

---

[8]
An isolated ion of composition C4H9N and charge -1 at a distorted geometry. Source: OMol25; level of theory: the ωB97M-V functional and the def2-TZVPD basis.

Properties
Total charge = -1
⟨S²⟩ = 0.7504
2S+1 = 2
ΔE to the lowest compared entry with this formula, charge and spin = 17.5 kcal/mol
Highest occupied orbital energy (spin up / spin down) = 1.468 / -4.259 eV

```
14
Properties=species:S:1:pos:R:3:forces:R:3
C 1.1853 0.8044 0.3371 0.748 -0.733 0.392
C 0.3928 -0.4466 0.0207 -0.041 -1.350 0.978
C 0.9927 -1.6064 -0.3071 1.661 -0.521 0.131
C -1.6300 0.8018 -0.1781 -0.926 -1.353 -0.291
N -0.9622 -0.4209 0.3172 0.717 1.491 -0.374
H 2.2078 0.4994 0.6341 -0.146 0.076 -0.826
H 0.8818 1.2805 1.2694 -0.752 0.245 -0.241
H 1.1700 1.4890 -0.5107 0.097 0.192 0.227
H 2.0811 -1.7384 -0.2433 -0.232 0.727 -0.146
H 0.6066 -2.5970 -0.5300 -1.022 0.457 0.036
H -2.7059 0.6306 -0.2374 -0.269 0.142 0.733
H -1.4636 0.9599 -1.2442 0.713 0.288 -0.188
H -1.3649 1.6748 0.4143 -0.114 0.000 -0.030
H -1.3915 -1.3315 0.2582 -0.433 0.339 -0.401
```
Positions in Å, forces in eV/Å.